Entry from the OMol25 dataset: an isolated ion of composition C31H40N5O2 and charge +1 at a distorted geometry (the ωB97M-V functional and the def2-TZVPD basis).

Structure (XYZ):
```
78
Properties=species:S:1:pos:R:3
C -5.68 8.64 -2.95
C -5.58 7.14 -2.79
C -4.14 6.65 -2.85
N -4.05 5.24 -2.47
C -3.11 4.77 -1.62
O -2.24 5.53 -1.15
C -3.22 3.29 -1.31
C -4.62 2.79 -0.97
C -4.54 1.91 0.27
C -3.07 1.68 0.59
N -2.29 2.77 -0.18
C -1.44 3.67 0.62
C -0.07 3.11 0.70
C 0.73 3.03 -0.41
N 2.08 2.87 -0.34
C 2.94 3.08 -1.50
C 2.64 2.09 -2.63
C 3.60 2.18 -3.80
C 4.10 1.00 -4.37
C 5.08 1.06 -5.37
C 5.53 2.31 -5.83
C 4.97 3.48 -5.31
C 4.00 3.42 -4.30
C 4.34 2.94 -0.90
O 5.41 3.02 -1.50
N 4.19 2.72 0.44
C 5.32 2.61 1.32
C 2.82 2.78 0.93
C 2.50 1.50 1.72
C 2.62 4.03 1.81
C -2.11 4.00 1.95
C -3.16 4.92 1.98
C -3.83 5.16 3.17
C -3.42 4.52 4.35
C -4.08 4.79 5.60
N -4.62 5.00 6.62
C -2.36 3.63 4.32
C -1.70 3.36 3.12
H -6.72 8.96 -2.85
H -5.08 9.17 -2.19
H -5.33 8.95 -3.94
H -6.03 6.83 -1.84
H -6.14 6.64 -3.59
H -3.76 6.76 -3.88
H -3.48 7.22 -2.19
H -4.71 4.59 -2.90
H -2.88 2.79 -2.23
H -5.35 3.61 -0.84
H -4.97 2.21 -1.84
H -5.05 2.38 1.13
H -5.02 0.94 0.08
H -2.86 1.73 1.66
H -2.69 0.72 0.22
H -1.61 2.24 -0.73
H -1.35 4.61 0.07
H 0.31 2.82 1.67
H 0.33 3.18 -1.43
H 2.81 4.12 -1.88
H 2.67 1.07 -2.21
H 1.61 2.28 -2.98
H 3.74 0.04 -3.99
H 5.49 0.14 -5.77
H 6.30 2.36 -6.60
H 5.31 4.46 -5.67
H 3.57 4.33 -3.89
H 6.23 2.45 0.73
H 5.45 3.53 1.91
H 5.19 1.78 2.00
H 2.97 0.64 1.22
H 2.90 1.58 2.74
H 1.43 1.31 1.78
H 2.94 4.93 1.27
H 1.57 4.15 2.08
H 3.20 3.94 2.74
H -3.42 5.48 1.07
H -4.68 5.84 3.19
H -2.04 3.11 5.23
H -0.90 2.62 3.11
```

The total charge is +1. The frontier orbital gap comes out at 7.7 eV. The calculation puts the molar mass at 514.7 u. The electronic energy is -44335.2639 eV. Its spin multiplicity is 1. As for the relative energy (zero: lowest compared OMol25 entry of this formula, charge and spin): 17.4 kcal per mole. The calculation puts the largest force on an atom at 2.722 eV/A. As for the SMILES: CCCNC(=O)[C@@H]1CCC[N@@H+]1[C@H](/C=C/N1[C@H](Cc2ccccc2)C(=O)N(C)C1(C)C)c1ccc(C#N)cc1. For the LUMO energy, the calculation gives -2.90 eV.